Entry 1:
This record from the OMol25 dataset describes the molecule C18H22N4OS. The level of theory is ωB97M-V with the def2-TZVPD basis set.

XYZ file:
```
46
C18H22N4OS (ωB97M-V with the def2-TZVPD basis set)
C -5.380 -0.369 2.258
H -5.764 0.405 2.921
O -4.333 0.235 1.538
C -3.687 -0.511 0.588
C -3.933 -1.842 0.304
C -3.216 -2.491 -0.691
C -2.261 -1.822 -1.437
C -2.018 -0.483 -1.157
C -2.698 0.174 -0.143
N -2.494 1.522 0.156
C -1.441 2.320 -0.181
N -0.196 1.792 -0.181
C 0.171 0.645 0.628
H -0.595 0.477 1.388
C 1.521 0.903 1.292
N 2.540 1.063 0.281
C 3.676 0.311 0.325
N 3.870 -0.399 1.440
C 4.972 -1.118 1.557
C 5.954 -1.186 0.587
C 5.754 -0.458 -0.580
C 4.610 0.295 -0.727
H 4.443 0.855 -1.632
H 6.487 -0.485 -1.373
H 6.839 -1.785 0.731
H 5.060 -1.667 2.486
C 2.136 1.778 -0.909
H 1.916 1.077 -1.730
C 0.904 2.625 -0.625
H 1.136 3.392 0.126
H 0.592 3.147 -1.533
H 2.941 2.444 -1.235
H 1.810 0.059 1.921
H 1.461 1.800 1.920
H 0.239 -0.259 0.008
S -1.720 3.915 -0.530
H -3.329 2.022 0.435
H -1.313 0.071 -1.758
C -1.490 -2.518 -2.518
H -0.531 -2.866 -2.131
H -2.036 -3.381 -2.889
H -1.293 -1.842 -3.347
H -3.421 -3.532 -0.890
H -4.682 -2.391 0.853
H -6.180 -0.709 1.594
H -5.021 -1.212 2.858
```

Values from the calculation:
Energy relative to the best compared isomer or geometry (same formula, charge and spin), kJ/mol: 74.6
LUMO level, eV: 0.6
Calculated total energy, eV: -37866.4092
Orbital gap, eV: 8.4
HOMO energy, eV: -7.8

Entry 2:
This record from the OMol25 dataset describes the molecule C3H11N2OP. The level of theory is ωB97M-V with the def2-TZVPD basis set.

XYZ file:
```
18
C3H11N2OP (ωB97M-V with the def2-TZVPD basis set)
C -1.543 -0.279 0.950
C -1.255 1.479 -0.683
C -1.054 0.068 -0.432
N 1.994 1.154 0.999
N 2.801 -0.461 -0.974
O 0.262 -0.217 -0.740
P 1.703 -0.449 0.393
H -1.241 0.445 1.714
H -2.678 -0.202 0.978
H -1.258 -1.208 1.338
H -2.191 1.689 -1.008
H -0.402 1.922 -1.199
H -1.206 1.965 0.269
H -1.645 -0.546 -1.059
H 2.287 1.742 0.290
H 2.579 1.187 1.747
H 2.182 -0.431 -1.735
H 3.389 -1.245 -1.033
```

Values from the calculation:
Energy relative to the best compared isomer or geometry (same formula, charge and spin), kJ/mol: 94.8
LUMO level, eV: 1.2
Calculated total energy, eV: -17605.7511
Orbital gap, eV: 10.1
HOMO energy, eV: -8.9

Entry 3:
This record from the OMol25 dataset describes a cluster of 2 separate species, C4H10S2 in total. The level of theory is ωB97M-V with the def2-TZVPD basis set.

XYZ file:
```
16
C4H10S2 (ωB97M-V with the def2-TZVPD basis set)
C 0.179 1.574 -0.579
C 1.225 0.587 -1.168
C -1.151 0.839 -0.575
S -1.550 0.761 -2.249
S 0.888 -0.803 1.389
C -0.258 -2.201 1.816
H 0.546 1.685 0.442
H -0.032 2.563 -0.974
H 0.860 -0.466 -1.186
H 1.691 0.810 -2.140
H 1.997 0.657 -0.424
H -1.049 -0.139 -0.015
H -1.909 1.419 -0.025
H -0.018 -2.503 2.822
H -0.166 -3.031 1.081
H -1.255 -1.752 1.785
```

Values from the calculation:
Energy relative to the best compared isomer or geometry (same formula, charge and spin), kJ/mol: 539.6
LUMO level, eV: -3.9
Calculated total energy, eV: -25975.3924
Orbital gap, eV: 4.2
HOMO energy, eV: -8.1

Entry 4:
This record from the OMol25 dataset describes the molecule H2NO4P. The level of theory is ωB97M-V with the def2-TZVPD basis set.

XYZ file:
```
8
H2NO4P (ωB97M-V with the def2-TZVPD basis set)
N -0.473 0.102 0.565
O -0.318 1.290 -0.057
O -1.834 -0.286 0.194
O -4.285 -0.805 -0.366
O 0.567 -0.713 0.046
P -3.746 0.333 0.331
H -0.029 1.097 -0.986
H 0.879 -1.061 0.906
```

Values from the calculation:
Energy relative to the best compared isomer or geometry (same formula, charge and spin), kJ/mol: 702.0
LUMO level (spin up / spin down), eV: 0.2 / -3.7
2S+1: 3
Calculated total energy, eV: -18993.3651
Orbital gap (spin up / spin down), eV: 6.5 / 7.0
HOMO energy (spin up / spin down), eV: -6.3 / -10.7

Entry 5:
This record from the OMol25 dataset describes a structure of composition C30H53CsN8O3S. The level of theory is ωB97M-V with the def2-TZVPD basis set.

XYZ file:
```
96
C30H53CsN8O3S (ωB97M-V with the def2-TZVPD basis set)
Cs 1.520 -0.973 -0.054
C -0.547 3.416 -0.259
C -0.007 2.337 0.683
N 0.913 2.750 1.735
C 0.315 3.628 2.739
C -1.063 3.174 3.199
N -1.089 1.795 3.652
C -2.324 1.430 4.322
C -3.486 1.136 3.374
C -3.289 -0.078 2.459
N -2.726 0.270 1.164
C -3.699 0.722 0.190
C -3.099 0.838 -1.209
N -1.820 1.516 -1.229
C -1.851 2.933 -0.904
H 0.199 3.666 -1.020
H -0.751 4.342 0.286
H 0.470 1.584 0.060
H -0.840 1.819 1.155
H 1.729 3.204 1.341
H 0.201 4.667 2.395
H 0.985 3.661 3.604
H -1.781 3.286 2.381
H -1.389 3.871 3.990
H -0.286 1.604 4.235
H -2.647 2.213 5.030
H -2.133 0.532 4.916
H -3.700 2.012 2.755
H -4.373 0.983 3.996
H -4.254 -0.598 2.342
H -2.612 -0.785 2.947
H -2.168 -0.480 0.779
H -4.097 1.688 0.518
H -4.573 0.050 0.123
H -3.862 1.306 -1.856
H -2.920 -0.162 -1.605
H -1.310 1.296 -2.075
H -2.646 3.072 -0.167
H -2.123 3.561 -1.767
C -1.819 -2.291 -3.058
N -1.472 -0.990 -3.612
C -2.463 -0.607 -4.601
C -0.134 -1.040 -4.190
C 0.456 0.343 -4.447
N 1.241 0.837 -3.316
C 2.588 0.285 -3.361
C 1.312 2.288 -3.330
H -1.812 -3.081 -3.828
H -2.824 -2.257 -2.631
H -1.118 -2.569 -2.272
H -2.514 -1.332 -5.432
H -2.248 0.375 -5.023
H -3.447 -0.557 -4.133
H -0.144 -1.626 -5.127
H 0.514 -1.574 -3.492
H -0.351 1.054 -4.635
H 1.071 0.328 -5.361
H 3.118 0.593 -4.278
H 2.570 -0.803 -3.315
H 3.163 0.648 -2.508
H 1.789 2.676 -4.246
H 1.893 2.638 -2.476
H 0.311 2.716 -3.260
C -0.725 -1.914 5.170
O -0.527 -3.320 5.293
C -1.586 -4.085 4.883
C -2.346 -4.738 5.845
C -3.428 -5.525 5.492
C -3.764 -5.660 4.150
C -3.001 -5.032 3.185
C -1.896 -4.254 3.531
N -1.206 -3.616 2.481
C 0.066 -3.210 2.345
C 1.216 -3.643 2.960
C 1.327 -4.857 3.715
C 2.529 -5.318 4.119
C 3.710 -4.567 3.810
C 3.668 -3.406 3.118
C 2.409 -2.849 2.678
O 2.343 -1.740 2.105
H 0.217 -1.444 5.442
H -1.518 -1.583 5.847
H -0.980 -1.629 4.148
H -2.062 -4.599 6.880
H -4.009 -6.021 6.256
H -4.610 -6.264 3.852
H -3.242 -5.154 2.135
H -1.769 -3.442 1.660
H 0.174 -2.478 1.558
H 0.432 -5.434 3.912
H 2.612 -6.252 4.656
H 4.669 -4.949 4.144
H 4.563 -2.842 2.892
O 2.374 -2.691 -1.671
S 1.562 -3.856 -1.181
N 0.285 -3.564 -0.518
```

Values from the calculation:
Energy relative to the best compared isomer or geometry (same formula, charge and spin), kJ/mol: 140.1
LUMO level, eV: -0.4
Calculated total energy, eV: -61413.2424
Orbital gap, eV: 7.3
HOMO energy, eV: -7.8

Entry 6:
This record from the OMol25 dataset describes a structure of composition C25H64AgN5O6. The level of theory is ωB97M-V with the def2-TZVPD basis set.

XYZ file:
```
101
C25H64AgN5O6 (ωB97M-V with the def2-TZVPD basis set)
Ag 12.001 22.912 26.006
O 10.709 22.418 27.915
H 10.633 21.528 28.246
C 12.729 26.435 28.591
C 11.722 25.856 27.580
C 10.832 26.969 27.000
O 9.543 26.605 26.601
C 8.710 27.671 26.224
N 12.506 25.211 26.484
H 12.194 26.793 29.477
H 13.351 27.220 28.164
H 13.279 25.588 29.003
H 11.182 25.116 28.176
H 11.402 27.499 26.229
H 10.807 27.655 27.860
H 8.243 28.149 27.089
H 7.969 27.327 25.503
H 9.207 28.465 25.652
H 13.476 25.126 26.791
H 12.664 26.001 25.857
C 7.439 23.432 25.228
C 8.843 23.351 24.659
C 9.015 24.204 23.408
O 8.161 23.731 22.410
C 8.213 24.381 21.168
N 9.817 23.757 25.689
H 7.332 22.751 26.078
H 6.730 23.055 24.485
H 7.157 24.440 25.537
H 9.137 22.344 24.364
H 10.053 24.231 23.044
H 8.840 25.270 23.640
H 9.241 24.562 20.839
H 7.675 25.336 21.205
H 7.678 23.768 20.446
H 9.653 24.724 25.982
H 9.531 23.340 26.578
C 12.446 17.942 29.567
C 11.884 19.369 29.597
C 12.215 20.080 30.892
O 11.975 19.342 32.079
C 10.779 19.665 32.760
N 12.479 20.088 28.472
H 12.127 17.314 30.397
H 13.536 17.915 29.528
H 12.058 17.497 28.649
H 10.794 19.286 29.519
H 11.869 21.122 30.942
H 13.302 20.241 30.948
H 10.566 18.859 33.458
H 9.948 19.754 32.051
H 10.817 20.617 33.300
H 12.047 21.013 28.432
H 13.453 20.287 28.686
C 11.771 18.720 24.028
C 11.043 19.916 24.668
C 9.772 19.609 25.431
O 8.788 19.029 24.606
C 8.083 19.945 23.796
N 12.005 20.623 25.560
H 11.080 18.307 23.287
H 12.145 17.959 24.708
H 12.551 19.140 23.389
H 10.801 20.531 23.795
H 9.431 20.511 25.959
H 10.013 18.909 26.237
H 7.380 19.369 23.199
H 8.705 20.492 23.078
H 7.583 20.672 24.445
H 11.892 20.220 26.491
H 12.944 20.366 25.282
C 8.707 26.039 29.634
C 7.841 25.035 30.369
C 6.379 25.241 30.008
C 5.409 24.144 30.496
C 5.880 22.780 29.966
C 7.374 22.473 30.146
N 8.174 23.670 29.881
O 9.476 23.385 30.018
C 7.528 21.962 31.607
C 7.741 21.323 29.173
C 8.173 25.128 31.881
H 9.742 26.047 29.980
H 8.352 27.066 29.721
H 8.750 25.837 28.562
H 5.994 26.207 30.340
H 6.153 25.228 28.935
H 4.408 24.424 30.180
H 5.465 24.135 31.589
H 5.679 22.811 28.890
H 5.238 22.072 30.488
H 6.884 22.534 32.277
H 7.158 20.941 31.639
H 8.545 22.082 31.975
H 8.779 21.014 29.297
H 7.057 20.504 29.364
H 7.706 21.763 28.175
H 7.374 24.616 32.419
H 8.123 26.187 32.123
H 9.104 24.649 32.164
H 9.849 23.071 29.103
```

Values from the calculation:
LUMO level (spin up / spin down), eV: -1.8 / -5.3
2S+1: 2
Calculated total energy, eV: -50687.6225
Orbital gap (spin up / spin down), eV: 8.9 / 5.3
HOMO energy (spin up / spin down), eV: -10.6 / -10.6
Total charge: +1

Entry 7:
This record from the OMol25 dataset describes the molecule C5H8O. The level of theory is ωB97M-V with the def2-TZVPD basis set.

XYZ file:
```
14
C5H8O (ωB97M-V with the def2-TZVPD basis set)
C -0.699 0.306 1.467
C -0.402 0.370 -0.031
C 0.991 0.928 -0.414
O 1.255 0.936 -1.802
C -0.496 -1.039 -0.497
C -0.561 -2.228 -0.707
H 0.034 -0.360 1.942
H -1.674 -0.177 1.613
H -0.715 1.230 2.053
H -1.141 0.951 -0.603
H 1.049 1.975 -0.108
H 1.760 0.356 0.126
H 1.235 0.030 -2.141
H -0.638 -3.278 -0.897
```

Values from the calculation:
Energy relative to the best compared isomer or geometry (same formula, charge and spin), kJ/mol: 210.8
LUMO level, eV: 1.0
Calculated total energy, eV: -7360.0709
Orbital gap, eV: 11.1
HOMO energy, eV: -10.1

Entry 8:
This record from the OMol25 dataset describes a cluster of 2 separate species, C4H12 in total. The level of theory is ωB97M-V with the def2-TZVPD basis set.

XYZ file:
```
16
C4H12 (ωB97M-V with the def2-TZVPD basis set)
C 0.094 -2.684 0.127
C -0.024 -1.843 1.296
H 1.081 -2.905 -0.444
H 0.050 -3.745 0.262
H -0.583 -2.617 -0.689
H 0.298 -0.706 1.186
H 0.795 -2.096 2.155
H -0.991 -1.725 1.813
C -0.784 2.180 -0.349
C 0.647 2.318 -0.998
H -0.946 3.070 0.262
H -1.516 1.975 -1.224
H -1.048 1.340 0.175
H 0.470 2.871 -2.015
H 1.237 1.485 -1.227
H 1.221 3.082 -0.328
```

Values from the calculation:
Energy relative to the best compared isomer or geometry (same formula, charge and spin), kJ/mol: 183.5
LUMO level, eV: 1.1
Calculated total energy, eV: -4340.6260
Orbital gap, eV: 11.9
HOMO energy, eV: -10.8

Entry 9:
This record from the OMol25 dataset describes a cluster of 2 separate species, C8H9FN2O6S in total. The level of theory is ωB97M-V with the def2-TZVPD basis set.

XYZ file:
```
27
C8H9FN2O6S (ωB97M-V with the def2-TZVPD basis set)
N -2.075 -4.122 2.739
O -1.639 -2.785 2.386
S -0.536 -2.907 1.174
O -0.535 -1.569 0.634
O 0.805 -3.065 2.063
C 1.147 -1.961 2.900
C 2.619 -1.984 3.229
O 3.209 -1.075 3.691
F 3.212 -3.160 2.977
H -2.491 -4.515 1.897
H -2.836 -3.943 3.385
H 0.589 -2.004 3.839
H 0.954 -1.005 2.416
C 0.055 1.032 -1.123
C -1.081 1.073 -1.920
C -1.255 2.096 -2.838
C -0.276 3.067 -2.942
C 0.862 3.050 -2.157
C 1.022 2.023 -1.241
N -0.447 4.149 -3.926
O -1.465 4.152 -4.589
O 0.439 4.974 -4.017
H 0.177 0.224 -0.413
H -1.834 0.302 -1.825
H -2.135 2.137 -3.461
H 1.608 3.824 -2.258
H 1.907 1.994 -0.620
```

Values from the calculation:
LUMO level, eV: -0.2
Calculated total energy, eV: -37254.7670
Orbital gap, eV: 9.7
HOMO energy, eV: -10.0

Entry 10:
This record from the OMol25 dataset describes a structure of composition C3H8GaO3. The level of theory is ωB97M-V with the def2-TZVPD basis set.

XYZ file:
```
15
C3H8GaO3 (ωB97M-V with the def2-TZVPD basis set)
O 0.411 -1.458 -1.103
C -0.825 -1.188 -0.437
C -0.469 -0.068 0.570
O 1.604 -2.600 1.155
Ga 1.416 -2.721 -0.603
H -1.278 -2.031 0.095
H -1.532 -0.825 -1.192
H -1.413 0.293 1.013
H 0.309 0.009 1.345
O 0.128 0.967 -0.448
H 0.785 -0.427 -1.271
C 0.208 2.256 0.110
H -0.792 2.594 0.426
H 0.861 2.259 0.998
H 0.587 2.941 -0.658
```

Values from the calculation:
Energy relative to the best compared isomer or geometry (same formula, charge and spin), kJ/mol: 144.3
LUMO level (spin up / spin down), eV: -14.4 / -14.3
2S+1: 2
Calculated total energy, eV: -61732.5971
Orbital gap (spin up / spin down), eV: 4.0 / 4.1
HOMO energy (spin up / spin down), eV: -18.4 / -18.3
Total charge: +2

Entry 11:
This record from the OMol25 dataset describes the molecule C3H5NS2. The level of theory is ωB97M-V with the def2-TZVPD basis set.

XYZ file:
```
11
C3H5NS2 (ωB97M-V with the def2-TZVPD basis set)
C 0.026 -1.169 -1.125
C -0.571 0.739 0.419
C 0.485 0.327 1.297
N -0.539 -0.005 -0.986
S 0.459 -1.558 -2.726
S -1.576 2.001 0.682
H 0.458 -1.603 -0.245
H 0.233 0.649 2.276
H 1.398 0.876 1.007
H 0.512 -0.756 1.242
H -0.885 0.498 -1.841
```

Values from the calculation:
Energy relative to the best compared isomer or geometry (same formula, charge and spin), kJ/mol: 161.7
LUMO level, eV: -1.0
Calculated total energy, eV: -26351.0572
Orbital gap, eV: 7.6
HOMO energy, eV: -8.6